65
Properties=species:S:1:pos:R:3:forces:R:3 method="wB97M-V/def2-TZVPD" max_force_ev_per_a=8.95 e_lumo_ev=-3.6428 total_charge=+1
C 4.05677 2.44388 0.35455 0.0 1.1 -0.1
C 2.77320 2.95587 -0.52995 -3.1 -2.7 -4.9
O 2.22329 2.19354 -1.49146 3.6 4.3 6.2
O 2.14906 4.30921 -0.35586 1.1 -4.0 0.7
C 1.09870 4.15382 0.67018 -0.7 1.5 1.3
C -0.31408 4.89489 0.18660 0.1 -1.7 -0.3
C -1.24184 3.78519 -0.64174 0.5 0.0 -0.5
C -2.76479 3.63212 -0.04447 -0.1 -1.1 0.3
C -3.00419 2.18271 0.75569 1.5 0.2 0.0
C -2.94687 0.91680 -0.31171 -0.2 0.8 0.1
C -3.12546 -0.55777 0.38174 -0.6 0.2 0.1
C -2.19777 -0.83083 1.69608 -2.2 0.8 1.0
N -0.80367 -1.32424 1.45153 -0.4 -3.0 -3.2
C -0.74115 -2.67031 2.20539 1.0 -0.7 1.3
C -0.50806 -1.69709 0.02101 0.9 -0.1 -1.1
N 0.84876 -1.76756 -0.32291 -2.9 0.1 0.7
C 1.99785 -1.44944 0.60523 2.1 -0.5 -0.6
C 3.20268 -2.54357 0.21658 0.0 -0.2 2.2
C 2.80966 -3.91033 1.09701 -3.0 -4.4 -2.1
O 2.07203 -4.85404 0.50836 4.6 5.9 3.8
O 3.18354 -4.12122 2.50772 -0.7 2.1 -3.4
N -1.50781 -2.05208 -1.05709 0.9 3.1 1.9
C -1.31948 -1.26275 -2.33156 1.9 1.4 -2.1
C -0.69837 -2.12482 -3.59187 1.2 0.6 -1.1
C -1.41499 -1.74535 -5.05482 -5.8 0.3 -1.7
O -2.75274 -1.78688 -5.19560 8.9 0.3 1.1
O -0.64004 -1.31859 -6.24719 -0.7 -1.2 4.0
C -2.94103 -1.83522 -0.62850 -1.9 -1.2 2.1
H 4.15640 3.16670 1.28353 -0.2 -1.7 -1.9
H 5.03440 2.56219 -0.31111 -2.2 -0.2 1.3
H 3.97200 1.30814 0.68130 -0.1 2.6 -0.8
H 0.95044 3.02130 0.93493 0.0 2.2 -0.5
H 1.49565 4.72834 1.63397 -0.9 -1.3 -1.9
H -0.08609 5.80210 -0.51980 -0.3 -1.7 1.7
H -0.91184 5.17108 1.15469 1.3 -0.2 -1.9
H -0.60992 2.77516 -0.60596 -1.6 1.9 -0.1
H -1.31848 4.06556 -1.79692 0.3 -0.5 2.6
H -3.53688 3.62308 -0.93001 1.4 0.4 1.8
H -2.95034 4.49290 0.73741 0.1 -1.6 -1.8
H -2.06038 2.09373 1.48198 -2.0 0.1 -1.4
H -3.96379 2.19332 1.42839 1.7 -0.1 -1.5
H -3.86353 1.06656 -1.05792 2.1 -0.4 1.4
H -1.91561 1.05382 -0.89739 -2.3 -0.5 1.2
H -4.25828 -0.60315 0.75796 2.5 0.1 -0.7
H -2.77665 -1.63873 2.35739 1.2 1.7 -1.6
H -2.10617 0.12223 2.40912 -0.2 -2.0 -1.8
H -1.53068 -3.42279 1.77296 1.4 1.5 1.1
H -0.92382 -2.39123 3.34447 0.2 -0.8 -2.5
H 0.32034 -3.17170 2.14683 -2.1 1.0 -0.1
H 1.13161 -2.06389 -1.30611 -0.9 0.4 1.9
H 1.79410 -1.61200 1.74287 -0.1 0.7 -2.4
H 2.42506 -0.39167 0.32537 -1.1 -1.9 0.8
H 3.24684 -2.77377 -0.93412 0.0 0.3 2.5
H 4.24151 -2.14778 0.65159 -2.3 -0.7 -1.2
H 3.52499 -3.28136 2.93824 -0.3 -1.0 -0.8
H -2.27497 -0.71891 -2.73159 1.6 -1.4 1.2
H -0.52520 -0.39876 -2.11212 -1.8 -1.8 -0.6
H -0.70941 -3.28542 -3.44282 -0.3 2.3 -0.3
H 0.43640 -1.79185 -3.72283 -2.2 -0.9 0.3
H 0.33651 -1.24025 -6.03834 -1.6 -0.3 -0.1
H -3.71941 -1.82449 -1.53359 2.2 0.1 1.8
H -3.24321 -2.80191 0.00410 0.6 2.1 -1.3
O 4.27844 -1.71030 4.70820 -0.2 -0.2 0.2
H 3.74855 -1.19979 5.33871 0.2 -0.1 -0.2
H 4.69818 -2.39242 5.25365 0.0 0.2 -0.2

=====

66
Properties=species:S:1:pos:R:3:forces:R:3 method="wB97M-V/def2-TZVPD" max_force_ev_per_a=0.80 e_lumo_ev=2.2892 total_charge=-1
C -2.66422 2.74792 1.45728 -0.3 -0.1 -0.3
C -2.76664 1.23033 1.60064 -0.1 -0.1 0.3
C -2.06974 0.65756 2.84537 0.5 0.3 -0.5
Cl -1.61178 -1.08893 2.44306 -0.2 -0.1 0.1
Al -0.36532 1.57936 3.50666 0.0 -0.2 0.0
Cl 0.98465 1.89357 1.70649 -0.1 -0.1 0.0
B -0.59974 3.52968 4.38308 0.0 0.2 0.1
O -1.69233 4.39602 4.21035 -0.1 -0.4 -0.1
O 0.41757 4.03720 5.23184 0.1 -0.3 -0.4
H -3.28362 3.25435 2.19684 0.2 0.1 0.1
H -3.03561 3.03127 0.46674 0.0 0.0 0.0
H -1.63850 3.10643 1.52851 0.0 0.0 0.1
H -3.83096 0.96339 1.61350 0.0 -0.1 -0.1
H -2.34257 0.74106 0.72389 0.1 0.1 0.0
H -2.76409 0.56172 3.67553 -0.1 -0.1 0.0
H 0.36208 0.55370 4.52189 0.0 0.0 0.0
H -2.07965 4.57799 5.07498 0.2 0.3 0.0
H 0.75632 4.84341 4.82231 -0.2 0.2 0.3
C 2.83330 -0.20124 -0.38049 0.1 -0.1 0.0
C 3.54586 -1.54507 -0.44614 -0.1 0.1 0.0
C 4.62239 -1.60855 -1.53694 -0.1 0.0 0.1
C 4.04629 -1.40379 -2.86747 0.2 0.0 -0.1
N 3.59478 -1.25183 -3.91213 0.0 0.0 0.1
H 2.30583 0.01710 -1.31129 0.2 0.1 0.1
H 2.10126 -0.19131 0.42412 0.0 0.1 0.0
H 3.53659 0.61180 -0.19293 0.0 0.0 0.0
H 2.81823 -2.34171 -0.61964 0.0 0.0 0.0
H 4.01864 -1.75215 0.51535 0.0 0.0 0.0
H 5.12037 -2.57953 -1.53513 0.0 0.0 0.0
H 5.38175 -0.84227 -1.37125 0.0 0.0 0.0
C -2.40690 -0.49630 8.71782 0.0 0.0 0.0
C -3.82507 -0.52314 8.16005 0.1 0.0 0.1
C -3.86724 -0.28931 6.64628 -0.1 0.0 0.1
C -3.30604 1.01282 6.28954 0.2 -0.1 -0.1
N -2.81232 2.00600 5.99645 -0.2 0.2 0.2
H -1.93956 0.47675 8.56332 0.0 0.0 0.0
H -2.41175 -0.69690 9.78998 0.0 0.0 0.0
H -1.78154 -1.24910 8.23516 0.0 0.0 0.0
H -4.43161 0.23537 8.65958 0.0 0.0 0.0
H -4.28594 -1.49040 8.37096 0.0 0.0 0.0
H -4.89151 -0.33296 6.27374 0.0 0.0 0.0
H -3.29046 -1.05469 6.12244 0.0 0.0 0.0
C -0.38548 -2.26737 -3.00554 0.0 0.0 -0.1
C 0.22989 -0.92153 -2.64153 -0.1 -0.2 0.0
C -0.57392 -0.16738 -1.57468 0.1 0.0 -0.2
C -1.93113 0.11343 -2.04939 0.0 0.0 0.2
N -2.99658 0.30299 -2.43387 0.0 0.0 -0.1
H -1.38121 -2.14520 -3.43481 0.0 0.0 0.0
H 0.23287 -2.78514 -3.74048 0.0 0.0 0.0
H -0.47305 -2.90805 -2.12562 0.0 0.0 0.0
H 0.31484 -0.30291 -3.53747 0.0 0.0 0.0
H 1.24277 -1.07528 -2.26719 -0.2 0.0 -0.1
H -0.09609 0.78020 -1.32085 0.0 0.0 0.1
H -0.64304 -0.75088 -0.65334 0.0 0.1 0.0
C 3.27754 -1.28433 -7.32419 -0.1 0.0 0.0
C 1.90584 -1.16276 -7.97508 0.1 0.0 0.1
C 1.94869 -1.26058 -9.50504 0.0 0.1 0.1
C 2.76157 -0.19828 -10.10229 0.0 0.0 -0.1
N 3.39593 0.63633 -10.57008 0.0 0.0 0.0
H 3.93497 -0.46992 -7.63379 0.0 0.0 0.0
H 3.19004 -1.24846 -6.24017 0.0 0.0 -0.1
H 3.75630 -2.22935 -7.59353 0.0 0.0 0.0
H 1.44724 -0.21481 -7.68783 0.0 0.0 0.0
H 1.25387 -1.95606 -7.60457 0.0 0.0 0.0
H 0.94411 -1.18928 -9.92449 0.0 0.0 0.0
H 2.37023 -2.22000 -9.81108 0.0 0.0 0.0